Entry 1:
This record from the Open Molecules 2025 dataset describes C27H28BrNORuS as an isolated structure. The level of theory is ωB97M-V/def2-TZVPD.

Geometry as XYZ:
```
60
Properties=species:S:1:pos:R:3:forces:R:3
Ru -2.2612 1.2682 -0.6619 -0.26 -0.46 -0.49
S -4.8791 -1.1501 -3.3047 -0.07 -0.06 -0.11
C -3.8641 -0.2205 -4.3681 -0.06 -0.08 -0.28
C -3.8510 -0.2428 -5.7612 0.05 0.05 0.07
C -2.9566 0.5915 -6.3979 0.06 0.05 0.03
C -2.0954 1.4249 -5.6687 -0.04 -0.04 -0.04
C -2.1088 1.4429 -4.2897 0.06 0.04 -0.09
C -3.0105 0.6063 -3.6419 -0.06 -0.04 0.32
N -3.2003 0.4630 -2.2603 0.05 0.11 -0.23
C -4.1492 -0.4204 -1.9753 0.04 0.06 0.43
C -4.4211 -0.6068 -0.5585 0.00 0.00 -0.16
C -5.3559 -1.4657 -0.0173 -0.07 -0.05 0.13
C -5.5015 -1.5174 1.3680 0.00 -0.01 -0.10
C -4.7231 -0.7190 2.1938 0.08 0.07 0.01
C -3.7789 0.1535 1.6584 -0.10 -0.10 -0.01
C -3.6213 0.2070 0.2763 0.02 0.20 0.04
H -4.5137 -0.8860 -6.3232 -0.01 -0.01 0.01
H -2.9180 0.6051 -7.4779 0.00 0.00 -0.01
H -1.4082 2.0686 -6.1994 0.00 0.00 -0.02
H -1.4340 2.0945 -3.7473 -0.04 -0.03 0.06
H -5.9755 -2.0910 -0.6480 0.01 0.01 -0.03
H -6.2334 -2.1846 1.8010 -0.01 -0.01 0.01
H -4.8557 -0.7676 3.2657 0.00 0.00 0.02
H -3.1901 0.7752 2.3168 -0.01 -0.01 0.03
C 3.8396 2.5033 3.5460 0.02 0.06 0.07
C 3.3839 1.0334 3.5439 -0.04 -0.09 -0.19
C 4.6121 0.1334 3.4229 0.03 -0.01 0.03
C 2.6477 0.7076 4.8552 0.00 0.03 0.10
C 2.4105 0.8344 2.4008 -0.10 0.19 0.16
C 1.2210 1.6417 2.3784 0.20 -0.26 -0.15
C 0.3534 1.4651 1.3645 0.10 -0.03 -0.01
Br -1.1986 2.5695 1.2680 0.03 0.31 0.36
C 0.5352 0.5108 0.2975 0.00 0.00 -0.03
O -0.3390 0.4004 -0.6230 0.05 0.15 0.16
C 1.7356 -0.3030 0.3224 0.13 0.05 0.07
C 2.6088 -0.0884 1.3741 0.00 -0.05 -0.06
C 2.1055 -1.3375 -0.7387 -0.12 0.05 0.07
C 1.0419 -1.5908 -1.8111 0.04 -0.10 -0.03
C 3.3862 -0.8439 -1.4334 0.07 0.00 -0.05
C 2.3869 -2.6794 -0.0387 0.00 -0.05 -0.02
H 4.5519 2.6495 4.3581 0.00 -0.01 0.00
H 3.0175 3.1998 3.7119 -0.02 0.01 0.00
H 4.3369 2.7688 2.6132 0.01 -0.01 -0.03
H 5.2726 0.3260 4.2673 0.00 -0.01 0.00
H 5.1817 0.3333 2.5142 0.00 0.02 -0.02
H 4.3519 -0.9259 3.4507 -0.02 -0.01 0.01
H 3.3316 0.8555 5.6912 0.01 0.00 -0.01
H 2.3113 -0.3290 4.8769 0.00 -0.03 -0.02
H 1.7870 1.3552 5.0254 -0.02 0.02 -0.01
H 1.0477 2.3712 3.1548 -0.03 0.04 0.02
H 3.5146 -0.6730 1.4027 0.00 -0.03 -0.01
H 0.8442 -0.7143 -2.4235 0.02 0.03 -0.03
H 0.1011 -1.9424 -1.3865 0.03 -0.02 -0.01
H 1.4257 -2.3742 -2.4652 -0.03 0.01 -0.02
H 3.2305 0.1153 -1.9288 -0.02 0.02 0.00
H 3.6779 -1.5698 -2.1921 0.00 -0.01 -0.01
H 4.2181 -0.7402 -0.7378 0.01 0.01 0.02
H 1.5064 -3.0450 0.4908 -0.02 0.01 0.01
H 3.2151 -2.6291 0.6648 0.03 0.04 0.03
H 2.6523 -3.4168 -0.7959 0.00 -0.01 0.00
```
Positions in Å, forces in eV/Å.

For the LUMO energy (alpha / beta), the calculation gives -6.64 / -8.90 eV. For the HOMO-LUMO gap (alpha / beta), the calculation gives 7.8 / 5.6 eV. The value obtained for the energy above the lowest of the compared OMol25 structures with the same formula, charge and spin is 0.0 kJ/mol. Its multiplicity is 5. Its total charge is +2. As for the calculated total energy: -115434.295 eV. The value obtained for the max |F| is 0.72 eV Å⁻¹. The HOMO energy (alpha / beta) comes out at -14.42 / -14.49 eV.

=====

Entry 2:
This record from the Open Molecules 2025 dataset describes an isolated molecule of C22H32N2O6S in a non-equilibrium geometry. The level of theory is ωB97M-V/def2-TZVPD.

Geometry as XYZ:
```
63
Properties=species:S:1:pos:R:3:forces:R:3
O -0.6431 -0.2543 2.0497 0.32 -0.21 0.26
C -1.5312 0.4970 1.7022 -0.83 0.12 0.05
C -2.9879 0.3050 2.1465 0.28 -0.39 0.42
O -3.7993 0.2978 0.9740 0.06 0.39 -0.08
C -4.6275 -0.7401 0.7888 -0.39 0.04 -0.18
O -4.8657 -1.5729 1.6189 -0.02 -0.12 0.04
C -5.1554 -0.7387 -0.6263 0.05 -0.15 0.08
C -4.4841 -1.9095 -1.3703 -0.01 0.14 0.07
C -2.9858 -1.8418 -1.2404 0.03 -0.18 -0.08
C -2.3286 -2.5918 -0.2710 0.00 0.03 -0.08
C -0.9502 -2.5368 -0.1432 0.01 -0.05 0.07
C -0.2276 -1.7197 -0.9875 0.54 -0.13 0.24
S 1.5644 -1.6814 -0.9814 -0.35 -0.35 -0.01
O 2.0052 -2.3670 -2.1635 0.03 -0.22 0.08
O 1.9805 -0.3073 -0.8381 -0.11 -0.16 0.17
N 1.9684 -2.6124 0.3462 -0.42 0.56 -0.93
C 3.0702 -3.5364 0.1529 0.59 -0.20 -0.31
C 4.4086 -2.8159 0.3314 -0.13 -0.23 -0.14
O 4.4813 -2.1827 1.5893 0.09 -0.09 0.15
C 3.4437 -1.2337 1.7427 -0.23 0.06 0.07
C 2.0693 -1.8906 1.6034 0.18 0.54 0.41
C -0.8621 -0.9554 -1.9493 0.01 0.18 -0.10
C -2.2392 -1.0130 -2.0712 0.16 -0.05 0.04
N -1.3694 1.5521 0.8983 0.05 0.40 -0.29
C -0.1036 1.8912 0.2626 -0.01 0.12 0.13
C -0.4007 2.5561 -1.0763 0.23 -0.34 0.00
C 0.8606 2.8973 -1.8695 -0.21 0.29 0.02
C 1.5838 4.1287 -1.3205 0.20 -0.09 -0.06
C 2.6112 3.8387 -0.2219 -0.04 -0.05 0.02
C 2.2283 2.7300 0.7613 -0.02 0.25 0.04
C 0.7631 2.7408 1.2002 0.17 -0.34 -0.06
H -3.3044 1.1296 2.7934 0.00 -0.09 -0.09
H -3.0960 -0.6432 2.6801 0.12 0.23 -0.09
H -4.9083 0.2106 -1.0995 -0.05 -0.02 -0.02
H -6.2358 -0.8821 -0.6166 0.02 0.05 0.05
H -4.8452 -2.8444 -0.9401 -0.02 0.01 -0.07
H -4.7737 -1.8711 -2.4216 -0.02 -0.06 0.03
H -2.9012 -3.2289 0.3870 -0.06 -0.07 0.06
H -0.4363 -3.1221 0.6008 0.01 -0.08 0.10
H 2.9851 -3.9431 -0.8538 0.14 -0.17 0.12
H 2.9697 -4.3374 0.8921 -0.03 0.06 -0.06
H 5.2414 -3.5204 0.2956 -0.06 0.03 -0.10
H 4.5173 -2.0727 -0.4736 0.07 -0.07 0.04
H 3.5686 -0.8051 2.7379 -0.07 0.03 -0.06
H 3.5431 -0.4454 0.9844 0.02 -0.04 0.13
H 1.2758 -1.1460 1.6423 0.01 0.00 0.21
H 1.9207 -2.6149 2.4107 -0.06 0.05 -0.05
H -0.2622 -0.3367 -2.5983 -0.01 0.14 -0.16
H -2.7380 -0.4249 -2.8283 -0.03 0.07 -0.10
H -2.1767 2.1080 0.6619 -0.01 -0.12 0.01
H 0.4248 0.9488 0.0872 -0.14 0.19 0.03
H -1.0203 1.8720 -1.6614 -0.09 0.01 0.03
H -0.9796 3.4704 -0.9078 -0.07 0.04 -0.02
H 0.5629 3.1014 -2.9009 0.04 -0.08 -0.01
H 1.5263 2.0345 -1.8773 0.06 -0.09 -0.13
H 2.1055 4.6320 -2.1377 -0.05 0.08 0.02
H 0.8361 4.8324 -0.9466 -0.03 0.06 -0.04
H 3.5578 3.5548 -0.6857 0.07 0.07 -0.01
H 2.7870 4.7672 0.3278 0.09 -0.01 0.00
H 2.8687 2.8286 1.6403 0.04 -0.08 -0.01
H 2.4389 1.7580 0.3150 0.08 -0.05 0.05
H 0.6900 2.2955 2.1946 -0.06 0.04 0.01
H 0.3811 3.7617 1.2595 -0.11 0.09 0.07
```
Positions in Å, forces in eV/Å.

For the LUMO energy, the calculation gives 0.54 eV. For the HOMO-LUMO gap, the calculation gives 9.6 eV. The value obtained for the energy above the lowest of the compared OMol25 structures with the same formula, charge and spin is 0.0 kJ/mol. As for the calculated total energy: -49434.474 eV. The value obtained for the max |F| is 1.16 eV Å⁻¹. The HOMO energy comes out at -9.05 eV.

=====

Entry 3:
This record from the Open Molecules 2025 dataset describes a 2-piece molecular cluster, C7H16N2O2 overall in a non-equilibrium geometry. The level of theory is ωB97M-V/def2-TZVPD.

Geometry as XYZ:
```
27
Properties=species:S:1:pos:R:3:forces:R:3
C 1.0331 -3.4201 1.1101 -0.91 1.71 0.02
C -0.0088 0.8547 0.4770 -2.48 -2.21 2.64
C -1.1603 1.8443 0.1801 3.29 2.04 -1.19
C 0.0693 -0.2862 -0.5322 2.01 0.62 0.32
C -1.2699 2.8487 1.3360 0.02 -1.43 2.08
C 1.1239 -1.3235 -0.1768 0.58 0.49 -0.73
C 1.4742 -3.2975 -1.8863 -0.94 -0.40 -0.25
N 0.9791 -2.2734 0.7280 0.71 -0.59 -1.54
N -2.4178 3.7492 1.1224 -1.72 1.91 0.02
O 1.5001 -4.3657 -1.1516 -0.17 1.01 -1.35
O 2.5540 -2.8560 -2.4246 1.28 -0.11 0.46
H 0.9180 -3.7273 2.1133 0.39 -0.57 1.16
H -0.0946 0.3679 1.5388 -0.17 0.97 -1.69
H 0.8780 1.3931 0.5077 1.79 0.94 -0.01
H -0.6683 2.4711 -0.6340 -0.69 -0.48 0.46
H -2.0058 1.4819 -0.3571 -1.18 -0.67 0.58
H 0.4003 0.2438 -1.4367 -0.31 -0.75 -0.33
H -0.8494 -0.7627 -0.6387 -1.84 -0.60 -0.41
H -1.5034 2.2893 2.3030 0.82 0.92 -1.05
H -0.3556 3.5055 1.3794 -0.90 -0.95 0.32
H 2.1268 -1.0184 -0.5504 -0.34 -0.50 1.22
H 0.5291 -2.9363 -2.3317 0.17 -0.54 0.95
H -2.6404 4.5838 1.8019 1.18 -1.82 -1.37
H -3.3224 3.2362 1.0879 0.68 0.18 -0.21
H -2.1996 4.1041 0.1797 -0.90 0.56 0.27
H 2.3885 -4.7822 -1.0580 -0.21 0.41 0.02
H 2.5218 -1.9243 -2.6871 -0.16 -0.13 -0.38
```
Positions in Å, forces in eV/Å.

For the LUMO energy, the calculation gives -6.54 eV. For the HOMO-LUMO gap, the calculation gives 8.1 eV. The value obtained for the energy above the lowest of the compared OMol25 structures with the same formula, charge and spin is 0.0 kJ/mol. Its total charge is +2. As for the calculated total energy: -14573.367 eV. The value obtained for the max |F| is 4.25 eV Å⁻¹. The HOMO energy comes out at -14.65 eV.